(1)
Molecular formula: C29H52N4OS3Ti
Method: DFT, wB97M-V/def2-TZVPD

* frontier orbital gap: 0.2509 Ha
* net charge: +4
* relative energy (zero: lowest compared OMol25 entry of this formula, charge and spin): 21.3 kcal per mole

Structure (XYZ):
```
90
C29H52N4OS3Ti wB97M-V/def2-TZVPD
Ti 0.35067 1.22231 -0.92291
C -2.55568 2.85066 0.49646
C -2.07619 4.02261 -0.30457
S -0.88059 3.48220 -1.59758
C 0.40195 4.78174 -1.54341
C 1.03679 4.86910 -0.15231
S 1.61157 3.17757 0.44971
C 1.00921 3.05589 2.15905
C -0.47075 3.12878 2.44154
S -1.23862 1.87927 1.29132
H -3.20786 2.18836 -0.06226
H -3.19789 3.22489 1.29465
H -1.67951 4.86463 0.27639
H -2.87310 4.34768 -0.94168
H -0.02677 5.75900 -1.85749
H 1.09676 4.61232 -2.38302
H 0.23499 5.19535 0.50111
H 1.87808 5.58283 -0.03652
H 1.52884 3.83167 2.75557
H 1.50704 2.12678 2.50217
H -0.86121 4.10126 2.21925
H -0.63974 2.80643 3.45735
N 1.40619 -0.52610 -1.76970
C 2.88700 -0.81035 -1.77902
C 3.72193 0.26795 -2.34053
C 3.43859 1.61871 -1.68770
N 1.97681 1.97332 -2.09007
H 0.95716 -1.33781 -1.37417
H 1.19031 -0.42184 -2.73543
H 2.95298 -1.71295 -2.38364
H 3.25935 -1.09723 -0.80340
H 3.52962 0.35623 -3.42643
H 4.79387 0.08119 -2.23063
H 4.10123 2.34295 -2.12925
H 3.36277 1.53200 -0.60840
H 1.85969 1.65901 -3.05455
H 1.93330 2.98511 -2.16716
C 3.76228 -3.90916 1.89931
C 2.70730 -3.34371 2.90749
C 3.46916 -2.95608 4.20926
C 1.73526 -4.54647 3.19528
C 2.05700 -2.13268 2.25416
C 2.78050 -0.99116 2.00713
C 2.27372 0.06469 1.25714
N 1.04709 0.03130 0.68309
C 0.27704 -1.10035 0.94609
C 0.79034 -2.18583 1.62138
C -0.98442 -1.17334 0.19608
C -2.05083 -1.98400 0.56732
C -3.32690 -1.75223 0.12313
C -3.44136 -0.77697 -0.89321
C -2.38560 -0.08787 -1.33581
N -1.14191 -0.23535 -0.74397
C -4.57535 -2.34433 0.74920
C -5.45313 -2.84038 -0.33876
C -5.23583 -1.15133 1.53303
C -4.15530 -3.45399 1.72302
H 4.08710 -4.84246 2.28169
H 4.59523 -3.19010 1.81945
H 3.38269 -4.01114 0.81964
H 3.86979 -3.85304 4.61212
H 2.82099 -2.54582 4.98517
H 4.27180 -2.27347 3.94376
H 2.29617 -5.35669 3.65988
H 1.30054 -4.98310 2.27400
H 0.89657 -4.29426 3.85014
H 3.70758 -0.81662 2.51884
H 2.84055 0.99692 1.11885
H 0.17593 -3.04213 1.64562
H -1.94468 -2.74908 1.32181
H -4.34648 -0.56577 -1.41617
H -2.49414 0.68862 -2.08047
H -5.77682 -2.07764 -1.00104
H -6.27268 -3.36199 0.07800
H -4.94441 -3.60848 -1.00538
H -5.82443 -0.52200 0.87122
H -4.50118 -0.45843 1.90456
H -5.85390 -1.50894 2.32846
H -3.39855 -4.14116 1.28768
H -5.06446 -4.01758 2.03923
H -3.70016 -3.04584 2.63290
C 0.24541 1.26329 -5.54866
C -0.17576 1.90809 -4.27210
O -0.26879 0.89663 -3.19752
H 0.26772 1.84400 -6.43871
H -0.32206 0.36047 -5.72757
H 1.27700 0.86047 -5.48510
H -1.22474 2.35393 -4.34031
H 0.51510 2.67507 -3.92203
H -0.90479 0.26593 -3.58104
```

Atom charges from the Mulliken analysis, given in e for atoms 1 to 5: Ti -0.924; C -0.825; C -0.960; S 0.337; C -1.069

(2)
Molecular formula: C29H53BGeN6S3Se3TeTi
Method: DFT, wB97M-V/def2-TZVPD

* frontier orbital gap: 0.2529 Ha
* net charge: +2
* relative energy (zero: lowest compared OMol25 entry of this formula, charge and spin): 10.7 kcal per mole

Structure (XYZ):
```
98
C29H53BGeN6S3Se3TeTi wB97M-V/def2-TZVPD
Ti 0.59733 -0.19929 0.30298
C -1.60427 3.06731 2.17198
C -0.69497 4.27281 1.92948
C 0.41883 4.37001 2.97288
C -1.53117 5.54961 1.98108
N -0.09777 4.11811 0.58688
C -0.35967 4.90971 -0.49692
C 0.35623 4.43231 -1.54282
N 1.05973 3.33861 -1.11772
B 2.04453 2.60911 -2.05322
N 3.24203 2.01051 -1.26862
C 4.28373 2.81271 -0.89382
C 5.24003 2.03181 -0.33892
N 4.80293 0.73601 -0.37112
C 3.56843 0.75441 -0.91232
S 2.50233 -0.57399 -1.10712
C 5.62723 -0.37189 0.16198
C 5.15493 -1.74259 -0.31652
C 5.55233 -0.29449 1.68908
C 7.06393 -0.17409 -0.33042
N 1.29883 1.56091 -2.93082
C 1.72513 1.36561 -4.21362
C 0.84923 0.54691 -4.84002
N -0.13047 0.21761 -3.94442
C 0.17103 0.84041 -2.77942
S -0.77917 0.80181 -1.33012
C -1.28777 -0.65089 -4.26882
C -1.24307 -1.88599 -3.37222
C -1.21087 -1.11329 -5.72402
C -2.58027 0.14041 -4.05752
C 0.75883 3.15901 0.18028
S 1.43323 1.89261 1.13078
H -2.14027 3.20501 3.10488
H -1.02817 2.14231 2.24678
H -2.32847 2.96871 1.36448
H -0.01607 4.52761 3.95478
H 1.07603 5.20841 2.75388
H 1.01453 3.46341 3.02258
H -1.92967 5.65891 2.98628
H -2.37037 5.51171 1.29108
H -0.92697 6.42811 1.76858
H -1.02037 5.75031 -0.46662
H 0.42343 4.78671 -2.54972
H 2.48533 3.41821 -2.79492
H 4.26563 3.87341 -1.04042
H 6.18963 2.30651 0.06888
H 4.23073 -2.05039 0.17618
H 5.91243 -2.48179 -0.06942
H 5.01073 -1.75939 -1.39492
H 4.51013 -0.26809 2.02128
H 6.04923 0.59241 2.07338
H 6.02713 -1.16809 2.12668
H 7.08913 -0.09259 -1.41552
H 7.66003 -1.03379 -0.03872
H 7.53603 0.70361 0.09728
H 2.60613 1.83831 -4.59072
H 0.84773 0.21581 -5.85572
H -0.26517 -2.36889 -3.43422
H -1.99417 -2.60429 -3.68852
H -1.45867 -1.61639 -2.33522
H -0.31227 -1.69789 -5.91052
H -1.26877 -0.28119 -6.42282
H -2.06417 -1.75889 -5.91752
H -2.66277 0.50641 -3.03702
H -3.43417 -0.49929 -4.26332
H -2.61997 0.98941 -4.73772
Se -0.31907 -0.67739 2.54688
Se 1.89923 -1.24419 2.38668
Te 1.70853 -3.50809 1.22438
Se 0.20053 -2.64529 -0.56812
C -3.85127 0.33871 3.60188
C -3.79487 -0.75269 2.54318
C -3.39057 -0.22219 1.17178
C -3.31797 -1.32889 0.13758
Ge -2.08707 -2.92689 0.42958
C -1.90267 -4.08999 2.07388
C -3.19827 -4.88209 2.15998
C -3.15817 -6.03649 3.15918
C -4.41797 -6.88279 3.02438
H -4.20287 -0.06879 4.54478
H -4.53007 1.13391 3.30408
H -2.85497 0.75631 3.75768
H -4.77177 -1.22899 2.45258
H -3.06837 -1.51119 2.86008
H -2.42327 0.30651 1.23408
H -4.13117 0.51021 0.83958
H -3.07837 -0.92339 -0.84782
H -4.29447 -1.81039 0.06108
H -2.58717 -3.87689 -0.67382
H -1.71137 -3.50739 2.97528
H -1.05967 -4.77179 1.90788
H -3.40857 -5.29649 1.17098
H -4.01847 -4.21119 2.42078
H -3.08017 -5.64759 4.17368
H -2.28177 -6.65529 2.96808
H -5.30397 -6.27829 3.20048
H -4.40467 -7.69609 3.74168
H -4.48437 -7.31099 2.02698
```

Atom charges from the Mulliken analysis, given in e for atoms 1 to 5: Ti 1.632; C -1.233; C 1.141; C -1.643; C -2.200

(3)
Molecular formula: C29H53F2NO2Si
Method: DFT, wB97M-V/def2-TZVPD

* frontier orbital gap: 0.3485 Ha
* SMILES: C[Si](C)(CCC(F)(F)[C@@]1(CCO)CCNC1=O)c1ccccc1.CCCCCC.CCCCCC

Structure (XYZ):
```
88
C29H53F2NO2Si wB97M-V/def2-TZVPD
C 1.41755 1.15518 -0.60184
Si 0.79575 1.65640 -2.32148
C -0.22943 0.18099 -3.01662
C 2.15465 2.04938 -3.60077
C 3.64398 1.95105 -3.07520
C 4.31255 3.31813 -2.74376
F 3.46723 3.99765 -1.86794
F 5.48154 3.01697 -2.00128
C 4.78770 4.15053 -3.96494
C 5.68242 5.45483 -3.72596
C 5.26032 6.32583 -2.49012
O 6.36021 7.26781 -2.27025
C 5.70395 3.32269 -4.99259
C 4.93310 3.18498 -6.38657
N 3.64322 3.89917 -6.24972
C 3.70977 4.67292 -5.00810
O 2.92798 5.58365 -4.91569
C -0.41222 3.13990 -2.30714
C -1.86455 2.90924 -2.43670
C -2.79459 4.03830 -2.46318
C -2.36283 5.43676 -2.37571
C -0.93046 5.67209 -2.21779
C 0.01143 4.54115 -2.18924
H 1.97536 1.96064 -0.06042
H 2.04797 0.22312 -0.71622
H 0.53370 0.83292 0.02035
H -1.00326 -0.11749 -2.25010
H 0.41754 -0.70353 -3.23971
H -0.78109 0.56760 -3.91263
H 1.89084 3.03273 -4.07528
H 2.06018 1.28239 -4.42575
H 3.69805 1.31187 -2.14899
H 4.25903 1.39411 -3.83833
H 5.51953 6.10397 -4.63502
H 6.77880 5.25589 -3.67276
H 4.35966 6.95626 -2.71603
H 5.15563 5.73946 -1.53766
H 6.46346 7.29986 -1.30597
H 6.59762 3.93020 -5.31567
H 6.20887 2.39995 -4.60004
H 4.94380 2.10832 -6.69356
H 5.45281 3.70411 -7.23859
H 2.92566 3.17220 -6.26484
H -2.31104 1.89551 -2.51781
H -3.88901 3.86613 -2.57514
H -3.06084 6.29820 -2.42221
H -0.50064 6.69590 -2.13621
H 1.08885 4.79630 -2.08095
C -0.37961 -2.05012 1.42582
C -1.46797 -1.13923 1.98141
C -1.05623 -0.41092 3.26070
C -0.73917 -1.31490 4.45430
C -1.86697 -2.25367 4.88069
C -3.12181 -1.52415 5.34289
H -0.13676 -2.85848 2.11861
H -0.71213 -2.50572 0.49005
H 0.53346 -1.48537 1.22024
H -2.38152 -1.71786 2.14752
H -1.71405 -0.38934 1.22225
H -1.85038 0.29019 3.53615
H -0.17408 0.20424 3.05062
H -0.46564 -0.67935 5.30405
H 0.14999 -1.91324 4.23110
H -1.50475 -2.87616 5.70517
H -2.12056 -2.94059 4.06710
H -2.89966 -0.85476 6.17768
H -3.87303 -2.24309 5.67807
H -3.56537 -0.93524 4.53721
C -5.44172 -4.71127 3.72411
C -4.48970 -5.38025 4.70827
C -3.39273 -6.20063 4.03006
C -3.88371 -7.38210 3.18988
C -4.73572 -8.40747 3.93734
C -3.99454 -9.09719 5.07638
H -5.99345 -5.44559 3.13362
H -6.17338 -4.10319 4.26096
H -4.89742 -4.05575 3.03914
H -5.05923 -6.00336 5.40404
H -4.01394 -4.60193 5.31330
H -2.70061 -6.56261 4.79711
H -2.80379 -5.53969 3.38395
H -3.00962 -7.88882 2.76541
H -4.45550 -7.00714 2.33501
H -5.06218 -9.17036 3.22364
H -5.64642 -7.93940 4.32247
H -3.09597 -9.59973 4.70982
H -4.63464 -9.84949 5.54263
H -3.70026 -8.38851 5.85337
```

Atom charges from the Mulliken analysis, given in e for atoms 1 to 5: C -0.744; Si 0.058; C -1.114; C -0.362; C -1.074

(4)
Molecular formula: C29H53F3O13
Method: DFT, wB97M-V/def2-TZVPD

* frontier orbital gap: 0.3633 Ha
* SMILES: COC[C@H]1COC(=O)[C@@H]1CCC(F)(F)F.CCOC(C)=O.CCOC(C)=O.CCOC(C)=O.CCOC(C)=O.CCOC(C)=O

Structure (XYZ):
```
98
C29H53F3O13 wB97M-V/def2-TZVPD
C -3.37565 -0.17482 -3.76287
O -1.97347 -0.30892 -3.86644
C -1.23825 0.84323 -3.53208
C -1.09965 1.12783 -2.03985
C -2.21113 1.87543 -1.31562
O -1.69393 1.91236 0.04243
C -0.98218 0.77259 0.25062
O -0.47503 0.51851 1.31579
C -0.92136 -0.03875 -1.05656
C 0.36930 -0.85457 -1.15975
C 0.29628 -2.37156 -1.44843
C -1.01982 -3.07592 -1.25761
F -1.98743 -2.66589 -2.09840
F -1.52370 -2.95188 -0.01162
F -0.86597 -4.39688 -1.49170
H -3.81855 -1.00466 -4.31656
H -3.71589 -0.22850 -2.72113
H -3.71491 0.77199 -4.20392
H -1.67175 1.72890 -4.02305
H -0.24276 0.69638 -3.96123
H -0.23464 1.79604 -1.92367
H -3.14312 1.30251 -1.26756
H -2.41384 2.88871 -1.65726
H -1.85135 -0.61202 -1.02568
H 0.94286 -0.70828 -0.24237
H 0.96181 -0.40585 -1.96335
H 0.62630 -2.61354 -2.46219
H 0.97923 -2.89148 -0.76950
C 0.64960 -5.93396 -4.30118
C -0.19368 -4.76311 -4.75464
O 0.45105 -3.50762 -4.49110
C 1.34385 -2.93912 -5.32022
C 1.85546 -3.71449 -6.51136
O 1.75180 -1.84106 -5.05145
H 1.58495 -6.00667 -4.85447
H 0.11103 -6.87066 -4.43546
H 0.89820 -5.82831 -3.24484
H -0.48252 -4.84558 -5.80330
H -1.11310 -4.71315 -4.17340
H 2.77000 -4.22814 -6.21655
H 2.09559 -3.00270 -7.29660
H 1.15678 -4.44719 -6.90505
C 0.13998 -10.45909 -1.77919
C 0.22922 -10.38645 -3.28860
O 1.03185 -9.28565 -3.72913
C 2.37396 -9.35569 -3.84751
C 3.10943 -10.55925 -3.30525
O 2.95418 -8.42711 -4.33765
H 1.11460 -10.64106 -1.32615
H -0.53158 -11.26398 -1.48003
H -0.24350 -9.51986 -1.38121
H 0.58522 -11.31936 -3.72672
H -0.75365 -10.19064 -3.71418
H 3.42565 -10.33519 -2.28689
H 3.99584 -10.71151 -3.91478
H 2.53039 -11.47841 -3.29806
C 0.78041 6.32388 2.61939
C -0.63124 6.81517 2.84782
O -1.45462 6.67333 1.67432
C -2.10192 5.52954 1.39962
C -1.81197 4.28910 2.21053
O -2.86349 5.51179 0.46468
H 0.79694 5.25664 2.39388
H 1.39648 6.49490 3.49864
H 1.23338 6.84791 1.77659
H -1.09965 6.32965 3.69906
H -0.62761 7.88505 3.05319
H -1.03980 3.72104 1.69602
H -2.71424 3.68405 2.23361
H -1.49945 4.47733 3.23386
C 4.89312 2.59134 3.11816
C 4.73008 3.78593 2.20248
O 3.97954 4.83719 2.81657
C 4.53633 5.77366 3.61097
C 5.97029 5.61744 4.06153
O 3.84817 6.68380 3.98059
H 5.46678 2.84302 4.01054
H 5.40830 1.78437 2.59657
H 3.91605 2.23074 3.43871
H 5.68755 4.16045 1.83791
H 4.14244 3.51087 1.32822
H 5.97103 5.10763 5.02450
H 6.38791 6.61122 4.19778
H 6.60315 5.06548 3.37201
C -5.61380 5.33367 5.50188
C -4.50928 4.33758 5.78332
O -3.21961 4.85377 5.43840
C -2.47937 5.60934 6.27265
C -3.08386 6.12764 7.55526
O -1.36565 5.89751 5.92878
H -5.51264 6.23131 6.11239
H -6.58589 4.88628 5.71011
H -5.58653 5.63614 4.45525
H -4.51814 3.99057 6.81728
H -4.62465 3.45867 5.15142
H -3.49437 7.11825 7.36182
H -2.28618 6.22226 8.28692
H -3.86596 5.49850 7.97132
```

Atom charges from the Mulliken analysis, given in e for atoms 1 to 5: C -0.761; O -0.211; C -1.247; C 0.096; C -0.596

(5)
Molecular formula: C29H53N2O2P2Pt
Method: DFT, wB97M-V/def2-TZVPD

* frontier orbital gap (spin up / spin down): 0.1876 / 0.2051 Ha
* net charge: +3
* 2S+1: 5

Structure (XYZ):
```
89
C29H53N2O2P2Pt wB97M-V/def2-TZVPD
C -1.87850 1.56534 -1.31312
C -1.65463 -0.74639 -1.61916
C -2.82612 1.66046 -2.32789
C -2.64854 -0.73025 -2.58633
C -3.24453 0.48204 -2.93390
H -3.12006 2.66182 -2.63043
H -2.93217 -1.68501 -3.02494
H -3.97024 0.54098 -3.73601
N -1.41445 0.37153 -0.90719
P -0.32202 2.43614 0.85587
P -0.14317 -2.26636 0.35507
C -1.28352 2.79373 -0.69032
H -0.59187 3.23918 -1.41975
H -2.05264 3.56815 -0.54493
C -0.60472 -1.77239 -1.58422
H -0.87543 -2.70180 -2.08029
C 1.21712 -3.65078 -0.06046
C -1.23981 -2.83297 1.84883
C 1.14127 3.63883 0.60409
C -1.63046 3.11743 2.12863
C 2.54160 -2.93900 0.21923
H 2.55967 -2.54624 1.24056
H 3.36430 -3.66531 0.10461
H 2.70844 -2.09289 -0.46395
C 1.24119 -4.97677 0.74773
H 1.37473 -4.83953 1.83285
H 0.37541 -5.62198 0.53306
H 2.12861 -5.53018 0.38236
C 1.20329 -4.10504 -1.52460
H 2.17724 -4.55164 -1.77505
H 0.43766 -4.86260 -1.70268
H 1.07567 -3.32766 -2.27944
C -0.30799 -3.05110 3.06754
H 0.28021 -2.15768 3.31111
H -0.92336 -3.30013 3.95582
H 0.38865 -3.88237 2.90937
C -2.30291 -1.78894 2.24817
H -1.85727 -0.87738 2.66693
H -2.94250 -1.50106 1.40489
H -2.96579 -2.20729 3.02272
C -1.96011 -4.13034 1.47110
H -1.24958 -4.92769 1.22292
H -2.55876 -4.47804 2.33101
H -2.63542 -3.98025 0.61649
C -0.91507 3.44530 3.44663
H -1.66729 3.57585 4.24097
H -0.23011 2.65169 3.77157
H -0.36130 4.39191 3.38018
C -2.67529 2.01205 2.32037
H -3.24573 1.82432 1.40101
H -2.21188 1.07672 2.64071
H -3.38795 2.31082 3.10304
C -2.38802 4.38554 1.66612
H -2.81491 4.88843 2.54962
H -1.77288 5.12712 1.14198
H -3.24145 4.14808 1.02018
C 2.00063 3.12550 -0.57556
H 1.49272 3.24256 -1.54583
H 2.92511 3.72610 -0.61054
H 2.28149 2.06621 -0.47281
C 1.99783 3.75307 1.88031
H 2.59202 2.84700 2.05257
H 2.69038 4.60087 1.76604
H 1.39497 3.93313 2.77561
C 0.62157 5.03863 0.23264
H -0.09075 5.03115 -0.60052
H 0.15779 5.55982 1.07877
H 1.47470 5.65009 -0.09898
Pt 0.16736 0.18244 0.63574
C 0.83392 0.17676 2.34604
O 1.23532 0.28043 3.43205
N 1.30361 -0.46332 -1.06268
C 0.67682 -0.99382 -2.00582
C 1.19650 -0.73775 -3.52577
C 1.21689 -1.98899 -4.40042
C 0.23358 0.26769 -4.13266
C 2.60534 -0.14739 -3.44035
H 1.96589 -2.71675 -4.05707
H 0.22784 -2.47136 -4.47277
H 1.51362 -1.71148 -5.42477
H -0.14858 0.94701 -3.36196
H 0.67711 0.90145 -4.91444
H -0.61316 -0.25055 -4.58850
H 3.08915 -0.02810 -4.41930
H 2.62716 0.83441 -2.96024
H 3.26536 -0.78207 -2.85315
O 3.45059 -1.44888 2.67550
H 3.42371 -0.78924 3.39333
H 4.34687 -1.82095 2.69685
```

Atom charges from the Mulliken analysis, given in e for atoms 1 to 5: C 0.435; C -0.359; C -0.543; C -1.118; C -1.054